[1]
A structure of composition C29H31BrN4Rh in a non-equilibrium geometry, computed with the ωB97M-V functional and the def2-TZVPD basis.

```
66
Properties=species:S:1:pos:R:3:forces:R:3
H 1.709834 0.921004 -2.151437 -0.022 0.026 -0.001
H 2.323507 0.959568 1.923190 -0.065 0.070 -0.004
C -2.962925 -0.524723 -0.356719 -0.007 -0.061 -0.035
C 3.239478 2.286485 -1.524920 0.036 -0.020 0.002
C -0.031582 4.707670 2.559601 -0.012 -0.006 -0.001
C -2.164922 4.666629 1.239095 0.009 0.023 0.038
C 1.344427 -4.093274 -2.504135 0.006 0.015 -0.010
H -2.800313 -1.826181 1.926856 -0.004 -0.077 -0.072
H 3.456132 2.641729 -2.521267 -0.006 -0.004 -0.005
C -4.140008 -0.081235 0.472569 -0.048 -0.020 -0.030
H -3.040228 4.087128 0.943842 -0.006 0.008 0.003
N -1.758148 -0.844614 0.424544 -0.052 0.233 0.308
H -7.144519 -1.199367 1.574772 0.002 -0.003 0.007
C 1.563700 -1.558237 2.368120 0.073 -0.015 -0.080
Rh 0.098187 -0.057716 0.120974 0.393 0.072 -1.257
N 1.961033 0.857186 -0.103407 -0.234 0.263 0.051
H 4.122906 2.655083 1.722694 0.004 -0.008 0.004
C 3.927238 2.768754 -0.420741 -0.006 0.000 0.006
C -0.178427 -2.317591 -1.979813 0.005 0.072 -0.102
C -0.629152 -1.743384 2.224099 -0.024 -0.121 -0.010
C -6.315799 0.730672 2.007093 0.009 -0.009 0.009
C 3.614414 2.291003 0.842358 0.045 -0.052 -0.036
H 0.654068 4.133713 3.184281 -0.006 0.007 0.015
H -1.142259 -1.836203 -2.084397 -0.015 -0.024 0.043
C -6.306029 -0.530604 1.433341 -0.003 0.006 0.003
C -5.219890 -0.933696 0.666677 0.006 -0.007 0.010
H -0.663861 -3.941049 -3.271978 -0.002 0.002 -0.001
H -5.252971 2.578354 2.250785 0.002 -0.001 0.004
N 0.493552 -1.205865 1.635219 -0.204 0.231 0.244
H -2.324945 4.380706 3.992077 -0.019 -0.003 -0.001
H 2.609135 -1.769902 -0.392295 -0.019 -0.014 0.029
H -1.416843 2.865894 4.110780 0.002 0.006 0.006
H 1.790397 -2.799170 4.170719 0.001 -0.009 -0.002
C -1.258109 3.866031 2.183298 0.048 -0.040 0.023
H -0.344156 5.592830 3.115959 0.001 0.010 -0.011
N 0.711818 -1.702397 -1.193609 -0.103 -0.226 0.508
H 2.213783 -5.101422 -4.165207 -0.002 -0.007 -0.003
Br 5.268069 4.056139 -0.637481 -0.005 0.015 0.003
H 2.369164 -5.974259 -2.645682 -0.005 -0.004 0.004
C -0.245814 -2.473650 3.343577 0.038 0.034 0.000
H -3.311251 1.845531 0.898279 -0.004 -0.017 0.009
H -1.626252 4.960075 0.337858 -0.002 -0.008 -0.007
H -3.246327 -1.412796 -0.929645 0.032 0.029 -0.053
C 0.096753 -3.493557 -2.646445 0.016 0.021 -0.020
C 1.698822 -5.350940 -3.235139 0.003 0.000 0.005
C 1.144490 -2.356355 3.431446 -0.021 0.011 -0.001
C -4.156489 1.184900 1.049863 0.012 0.011 0.000
H 2.568011 -1.270220 2.100565 -0.012 0.025 0.014
H -7.160430 1.048259 2.603792 -0.007 0.003 -0.010
C 2.264129 1.334916 -1.317679 0.111 -0.163 -0.019
H -2.508212 5.570409 1.745595 -0.003 0.006 -0.010
H -2.932033 2.914321 3.203740 0.015 -0.015 0.006
C 2.619185 1.342299 0.956516 0.012 0.003 0.024
H 3.246401 -3.869263 -1.513159 0.001 -0.002 0.001
H -5.218679 -1.917397 0.210080 -0.003 0.001 -0.008
C -0.815899 2.632108 1.512417 0.037 0.054 -0.248
C -0.467831 1.627823 0.925793 -0.102 -0.467 0.759
C -2.032519 3.478581 3.451829 0.007 0.041 -0.002
H -0.899738 -3.024167 3.999603 -0.001 0.003 0.008
H 0.502536 5.032811 1.665812 0.013 -0.012 0.000
H 0.811163 -5.926427 -3.490074 0.001 -0.005 0.004
C 2.260914 -3.452997 -1.674013 0.000 0.013 -0.028
C -1.841159 -1.499151 1.535570 0.056 0.039 -0.034
C 1.910214 -2.278860 -1.042670 0.038 0.033 -0.074
C -5.239783 1.588538 1.812087 -0.007 0.001 -0.002
H -2.684438 0.251133 -1.071997 -0.006 0.031 0.029
```
Positions in Å, forces in eV/Å.

Largest force on an atom: 1.32 eV Å⁻¹
Total charge: +1
Highest occupied orbital energy: -10.817 eV


[2]
A cluster of 18 separate species, C26H51Cl34F3NO6P in total in a non-equilibrium geometry, computed with the ωB97M-V functional and the def2-TZVPD basis.

```
122
Properties=species:S:1:pos:R:3:forces:R:3
Cl 3.148378 -4.695503 1.946538 0.051 -0.351 -0.184
Cl 1.979534 -0.506550 -10.389858 -0.096 -0.005 0.031
H 4.346717 -5.276187 -14.771201 -0.118 0.185 0.264
H 5.814108 8.169132 0.129462 -0.303 0.123 -0.025
Cl 3.945728 -7.360326 -7.525886 -0.098 0.003 -0.020
O 2.733547 0.348806 4.584403 -1.525 1.685 -0.509
C -8.963416 -3.350409 2.593920 -0.195 -0.324 0.127
Cl -1.263848 -4.599205 4.042728 0.051 -0.013 0.045
C 4.615061 5.033850 1.860180 1.738 0.661 0.836
H 2.713985 5.145819 -6.002290 -0.070 0.155 -0.423
H -2.025187 -5.295321 -0.898318 0.130 -0.131 0.278
H -2.454670 -3.346669 5.652177 0.006 0.025 -0.830
H 1.780889 1.146358 1.797087 -0.355 1.292 1.939
H 0.962197 -2.627683 -10.595776 0.308 0.136 0.062
P 0.213053 3.533345 1.367806 -3.999 -2.791 -4.901
H -9.009594 -8.086044 4.109417 -0.071 0.335 -0.002
H -2.973266 -5.866873 9.167572 0.045 -0.225 -0.208
H -0.095562 6.639563 3.315879 0.357 -2.626 -0.153
H -1.393946 4.223080 4.691524 1.967 2.497 -0.206
Cl -4.867134 3.627535 -2.351346 0.023 -0.083 -0.133
C 2.283752 4.905993 0.373093 1.577 1.399 -0.783
H 0.783028 5.114000 6.603871 -0.917 -2.488 -1.385
H 4.129703 -5.563040 -9.046684 0.143 -0.151 0.311
O -0.431400 5.048039 1.933451 2.775 -3.068 0.190
C -2.252352 -3.237137 4.583951 -0.885 -0.084 -0.208
C 1.727186 -2.198478 -9.944183 -0.350 -0.131 0.183
Cl 2.376203 -3.217392 -5.988415 -0.063 0.042 -0.138
C 3.477463 -2.420565 -4.858275 0.374 0.248 0.055
Cl 3.044392 -2.785862 -3.183670 0.094 0.110 -0.086
Cl -4.297138 5.464580 -0.160533 0.072 0.077 0.046
C 1.405592 1.652784 2.791453 1.595 -1.389 0.779
H 1.571925 3.692115 5.355468 -0.617 2.880 0.095
Cl -2.020967 -6.331855 7.057160 -0.242 -0.368 -0.074
Cl -8.711067 -1.658481 2.148244 -0.142 0.118 -0.030
H -6.466967 -0.565928 3.218908 0.301 -0.232 0.045
H -10.010597 -7.348828 5.393559 0.110 0.171 -0.273
H 1.739439 2.820498 -4.034496 0.319 0.019 0.051
H -9.728404 -3.779614 1.942327 0.294 0.175 0.098
H 2.116504 2.481629 3.212276 -1.195 -1.430 -1.078
H -5.233860 -0.123846 4.434857 0.070 -0.263 -0.201
H 5.026005 -3.675992 -14.355912 -0.255 -0.138 0.183
C 0.188523 5.490805 3.191570 0.530 -0.540 1.638
Cl -4.281561 -0.588828 2.324447 -0.093 0.074 0.010
O 0.069022 2.210196 2.511524 2.053 3.087 -1.438
Cl 2.669338 -3.711636 -14.209516 0.009 0.028 -0.098
H 0.600132 -0.747495 2.143755 1.008 -0.508 1.982
H 0.391747 -1.605817 3.839618 3.164 1.266 -2.101
Cl 3.668785 1.458764 -4.020008 -0.044 -0.020 0.027
H 2.869635 -2.143158 3.717488 -0.500 0.863 -1.138
Cl 3.219147 -3.131033 -10.116483 -0.169 0.116 0.107
H -2.448083 -4.746671 0.749304 0.240 -0.225 -0.025
C 2.584437 5.200390 -7.085931 0.066 -0.292 0.195
Cl -7.471455 -4.282964 2.421620 -0.204 0.125 -0.663
Cl 4.389752 9.799798 1.072527 0.112 -0.029 -0.054
N 2.408381 -1.772333 2.857718 -0.962 1.077 0.229
H -4.206372 -6.308955 7.951623 0.291 -0.162 0.017
C -5.474640 -0.800745 3.611528 -0.138 0.476 0.049
H -3.131457 5.221610 -2.199911 -0.266 -0.127 0.180
H -3.193195 -3.237472 4.028239 0.576 0.015 -0.026
H 1.883939 5.809342 0.999683 0.708 -1.858 -0.968
C 0.744973 4.491204 5.610055 -1.454 0.294 -2.349
Cl -1.422637 -1.700461 4.309857 -1.936 -0.299 0.666
H 2.615419 -4.250934 -0.310649 0.211 0.077 0.215
H 1.973549 5.112328 -0.749891 0.506 -0.775 2.279
F 3.782013 4.486249 2.966096 2.721 2.105 -3.381
H 1.395534 -2.246800 -8.904130 0.200 0.080 -0.236
Cl -9.074568 4.639360 -1.878782 0.041 -0.065 -0.087
Cl 3.835296 6.250255 -7.763005 0.078 -0.075 0.052
Cl -8.123553 -6.031243 4.864158 -0.131 -0.404 0.515
Cl 4.524500 -2.919476 0.088770 0.081 0.055 -0.090
H -6.861295 5.134331 -1.220498 -0.368 0.179 -0.019
F 5.944159 4.339947 1.970537 -4.482 2.291 -0.205
C 1.148835 -0.987775 3.158626 -0.074 0.025 0.586
H 5.555433 9.556827 -0.966851 -0.276 -0.158 0.150
H 3.706806 -5.014390 -7.399062 0.261 -0.259 -0.113
Cl -10.514478 -6.478171 3.256979 -0.110 -0.082 -0.023
Cl 0.969176 5.824233 -7.441843 -0.077 -0.084 0.047
C 1.391271 0.441037 3.929856 -0.219 0.930 -0.844
C 3.955535 4.887568 0.366717 -0.258 -1.872 -0.131
C -0.306500 4.687704 4.533315 1.969 -0.201 1.662
H 4.401719 5.685072 -0.376542 -0.970 -1.602 1.946
Cl -2.209162 -7.092607 0.622481 -0.099 0.025 -0.023
C -1.823386 -5.428601 0.167304 -0.212 0.268 -0.187
H 3.042223 1.255564 4.881472 -0.830 -1.511 -0.515
H 0.893554 -3.848212 8.358621 -0.154 0.169 -0.247
Cl 1.454573 -2.277297 6.687074 0.079 -0.069 0.001
H 0.741663 -4.528521 6.712830 -0.165 0.279 0.041
Cl 3.819755 7.962753 -1.118285 -0.056 0.112 -0.230
H 4.397998 2.870677 0.543729 -0.263 1.367 -1.200
H -9.295068 -3.398731 3.633972 0.190 0.037 -0.234
C 3.542873 -4.380617 0.252388 -0.188 -0.295 -0.113
Cl -1.181959 -3.322277 7.362356 0.595 0.410 1.086
H -2.872781 3.833913 -1.103597 -0.214 0.138 0.029
H 3.071302 -1.249428 2.238592 -0.764 -0.678 1.162
O 4.359426 3.559341 -0.187834 -0.340 1.093 1.897
Cl -5.472491 -2.462930 4.213551 -0.240 0.237 0.291
Cl 6.031953 -5.328809 -7.666898 0.010 0.140 -0.017
Cl 4.601735 -4.990975 -12.440783 0.232 -0.191 -0.203
H 4.101169 -5.230857 -0.146904 -0.059 0.289 0.168
H 2.477963 2.711301 -2.410558 0.206 0.046 -0.237
Cl 3.509996 4.357508 -3.752878 0.015 0.100 0.224
O 1.874628 3.577661 0.852757 -2.680 2.210 1.493
C -7.711389 5.722810 -1.574149 0.366 -0.055 -0.134
H 4.495336 -2.770393 -5.046935 -0.322 -0.040 0.057
C 0.554639 -3.652350 7.338436 0.328 -0.291 0.113
C 4.331504 -5.696320 -7.981062 -0.289 0.188 -0.174
C 5.074855 8.870004 -0.265910 0.458 0.120 0.089
C 2.680281 2.820833 -3.478784 -0.448 -0.156 0.212
Cl -8.121469 6.933244 -0.352684 0.094 0.063 0.005
O -0.657495 3.092298 0.085833 3.282 2.178 4.960
F 4.914771 6.501723 2.052641 -1.135 -4.653 0.059
H -7.446614 6.231579 -2.504228 -0.182 -0.098 0.257
H 1.378832 5.467108 3.161485 -2.307 -0.114 0.116
C -3.612034 4.534786 -1.498970 0.554 -0.079 -0.051
C 4.280696 -4.427930 -14.085535 0.243 -0.026 -0.254
Cl -0.122936 -5.061090 0.481468 -0.044 0.091 0.007
H 2.684088 4.202654 -7.520204 -0.041 0.319 -0.009
H 0.536807 0.734721 4.692769 1.701 -0.819 -1.303
C -9.436374 -7.152792 4.484783 0.052 -0.350 0.276
C -3.214046 -6.543772 8.344243 -0.139 0.250 0.102
Cl -3.211897 -8.205957 8.946265 -0.094 0.032 0.092
H 3.424212 -1.340016 -5.011831 -0.140 -0.306 0.062
```
Positions in Å, forces in eV/Å.

Largest force on an atom: 6.91 eV Å⁻¹
Highest occupied orbital energy: -8.497 eV


[3]
The molecule C3H4F2 in a non-equilibrium geometry, computed with the ωB97M-V functional and the def2-TZVPD basis.

```
9
Properties=species:S:1:pos:R:3:forces:R:3
F -1.634845 -0.719455 -0.183771 1.235 0.153 0.111
C 0.776629 0.192076 0.453633 -0.228 -0.746 -2.385
H -0.050990 0.968026 -1.526872 0.270 -0.225 -0.657
H -1.267245 0.528629 1.322041 -0.053 0.413 0.281
F 1.589962 -0.794044 -0.183212 -1.377 1.028 1.113
H 1.306477 0.672899 1.270726 -0.230 -0.524 0.184
C 0.081222 1.148628 -0.488947 -1.715 1.765 3.716
H 0.030114 2.265839 -0.093595 0.285 -2.390 -1.339
C -0.793585 0.190311 0.423740 1.813 0.526 -1.024
```
Positions in Å, forces in eV/Å.

Largest force on an atom: 4.46 eV Å⁻¹
Highest occupied orbital energy: -10.531 eV
SMILES string: F[C@@H]1C[C@@H]1F
Relative energy (zero: lowest compared OMol25 entry of this formula, charge and spin): 1.460 eV


[4]
A cluster of 2 separate species, H4O2 in total, computed with the ωB97M-V functional and the def2-TZVPD basis.

```
6
Properties=species:S:1:pos:R:3:forces:R:3
H -1.415018 -0.104018 0.667806 -0.157 -0.063 -0.112
H -1.237782 -1.227082 -0.386908 -0.163 0.075 0.087
H 1.650562 1.054366 0.297395 -0.034 -0.057 -0.152
O -0.841349 -0.825926 0.393528 0.180 -0.066 -0.012
O 1.277805 0.870369 -0.572434 -0.054 0.022 0.061
H 0.565782 0.232293 -0.399385 0.226 0.089 0.129
```
Positions in Å, forces in eV/Å.

Largest force on an atom: 0.28 eV Å⁻¹
Highest occupied orbital energy: -10.959 eV
SMILES string: O.O
Relative energy (zero: lowest compared OMol25 entry of this formula, charge and spin): 0.036 eV


[5]
The molecule C14H15NO in a non-equilibrium geometry, computed with the ωB97M-V functional and the def2-TZVPD basis.

```
31
Properties=species:S:1:pos:R:3:forces:R:3
H 2.661593 -3.682892 -0.738735 0.171 -0.157 0.270
H -3.360571 1.866553 2.690488 -0.852 -0.303 0.803
C 1.388484 -2.029488 -0.306555 1.666 -0.278 -0.806
H -2.874480 -2.023723 0.382755 0.886 0.631 -0.410
H -3.020174 3.291660 1.716034 -0.067 -0.170 -0.115
O -1.324600 2.014186 0.153496 0.889 0.028 -0.408
H -2.535570 -0.729946 -0.842534 -0.143 -0.094 -0.085
N -1.802263 0.147049 1.572049 1.855 1.355 -0.075
C 0.028640 0.001612 -0.025352 -1.458 1.116 0.257
C 2.028968 1.547764 -1.185420 -0.794 -0.615 0.008
H 0.666579 -2.702024 0.105473 -0.534 0.099 0.280
H -3.177277 1.152959 0.304806 0.354 0.338 0.127
H 4.412859 -2.359415 -1.814970 -0.563 0.440 0.300
H -1.508250 -2.179522 -0.803203 -0.576 0.142 0.029
C 3.522310 -1.846985 -1.402335 1.671 -0.033 -0.793
C -2.290034 1.360803 0.945538 -0.508 0.212 1.085
C -0.174116 1.377412 -0.210430 -0.033 -1.986 0.030
H 2.828332 2.146406 -1.569907 0.274 0.305 -0.223
C -2.630598 2.340604 2.086187 0.722 0.267 -0.788
C -1.067755 -0.759284 0.716688 -0.287 0.050 -0.291
C 2.568961 -2.609137 -0.754009 -1.740 0.027 0.151
H -0.588742 -1.499874 1.350930 0.078 -0.032 0.218
C 1.203289 -0.636322 -0.487051 -0.364 -0.034 0.587
C 2.225089 0.144382 -1.084813 -0.246 0.250 0.045
H 4.152175 0.073069 -2.087783 -0.289 -0.088 0.233
C -2.074263 -1.460916 -0.180398 0.321 -1.206 -0.656
H -2.530936 -0.342312 2.013373 -1.096 -0.432 0.656
C 3.379159 -0.495434 -1.562804 0.434 -0.125 -0.153
C 0.839935 2.126402 -0.824559 1.013 0.580 0.325
H -1.739659 2.560950 2.705930 -0.361 -0.354 -0.487
H 0.792915 3.205462 -0.862890 -0.422 0.067 -0.116
```
Positions in Å, forces in eV/Å.

Largest force on an atom: 2.30 eV Å⁻¹
Highest occupied orbital energy: -7.781 eV
SMILES string: C[C@@H]1N[C@@H](C)c2c(ccc3ccccc23)O1
Relative energy (zero: lowest compared OMol25 entry of this formula, charge and spin): 0.000 eV